P | {"formula": "C8H10N2O", "method": "ωB97M-V/def2-TZVPD", "orbital_gap_ev": 9.1, "smiles": "CC(=O)Nc1cccc(N)c1", "spin_multiplicity": 1, "elements": ["C", "C", "O", "N", "C", "C", "C", "C", "C", "N", "C", "H", "H", "H", "H", "H", "H", "H", "H", "H", "H"], "positions_angstrom": [[-2.588, 1.584, 0.139], [-1.598, 2.180, -0.859], [-1.779, 3.248, -1.416], [-0.345, 1.546, -1.040], [0.118, 0.281, -0.524], [-0.718, -0.825, -0.527], [-0.282, -2.037, 0.042], [1.022, -2.189, 0.529], [1.910, -1.110, 0.439], [3.241, -1.190, 0.862], [1.384, 0.149, 0.003], [-3.249, 2.390, 0.445], [-3.238, 0.798, -0.320], [-2.045, 1.121, 1.026], [0.339, 2.070, -1.556], [-1.730, -0.754, -0.973], [-0.921, -2.918, 0.032], [1.395, -3.075, 1.005], [3.387, -1.944, 1.507], [3.673, -0.323, 1.263], [2.025, 0.998, -0.076]]}

Q | {"formula": "C8H10N2O", "method": "ωB97M-V/def2-TZVPD", "orbital_gap_ev": 10.2, "smiles": "N#CN1[C@@H]2CC[C@H]1CC(=O)C2", "spin_multiplicity": 1, "elements": ["N", "C", "N", "C", "C", "C", "C", "C", "C", "O", "C", "H", "H", "H", "H", "H", "H", "H", "H", "H", "H"], "positions_angstrom": [[-3.415, -0.524, -1.124], [-2.272, -0.312, -0.872], [-0.956, -0.293, -0.835], [-0.385, -1.146, 0.265], [-0.454, -0.246, 1.545], [-0.578, 1.256, 0.986], [-0.274, 1.058, -0.550], [1.230, 0.965, -1.011], [1.938, -0.261, -0.460], [3.179, -0.295, -0.627], [1.073, -1.513, -0.086], [-1.093, -1.974, 0.290], [-1.466, -0.393, 1.910], [0.343, -0.359, 2.260], [-1.764, 1.453, 1.245], [0.087, 2.003, 1.382], [-0.802, 1.813, -1.128], [1.011, 0.836, -2.003], [1.766, 1.997, -1.039], [1.651, -1.854, 0.806], [1.181, -2.211, -0.954]]}

Which structure is the least stable? The one labeled Q.

P | {"formula": "C3H4N2OS", "method": "ωB97M-V/def2-TZVPD", "orbital_gap_ev": 8.9, "smiles": "OSc1cc[nH]n1", "spin_multiplicity": 1, "elements": ["O", "S", "C", "C", "C", "N", "N", "H", "H", "H", "H"], "positions_angstrom": [[3.097, -0.899, -0.112], [2.507, 0.597, 0.120], [0.812, 0.233, -0.046], [-0.348, 1.084, -0.117], [-1.430, 0.235, -0.061], [-0.972, -0.959, 0.079], [0.362, -1.061, 0.080], [3.047, -1.333, -1.042], [-0.465, 2.218, -0.128], [-2.447, 0.325, -0.141], [-1.521, -1.779, -0.083]]}

Q | {"formula": "C3H4N2OS", "method": "ωB97M-V/def2-TZVPD", "orbital_gap_ev": [8.2, 7.7], "spin_multiplicity": 1, "elements": ["C", "C", "C", "N", "N", "O", "S", "H", "H", "H", "H"], "positions_angstrom": [[-2.076, -0.208, -0.727], [2.378, 1.184, 0.760], [-0.790, -1.054, -0.240], [-2.081, 0.786, -1.432], [1.271, 0.679, 0.150], [3.082, 0.663, 1.603], [0.238, -0.235, 0.940], [-3.005, -0.925, -0.473], [2.592, 2.089, 0.222], [-1.335, -1.838, 0.344], [-0.275, -1.142, -1.146]]}

Which structure is the least stable? The one labeled Q.

P | {"formula": "C3H4N2OS", "method": "ωB97M-V/def2-TZVPD", "orbital_gap_ev": [7.7, 8.2], "spin_multiplicity": 1, "elements": ["C", "C", "C", "N", "N", "O", "S", "H", "H", "H", "H"], "positions_angstrom": [[-0.346, 0.908, -1.989], [0.848, -0.328, 2.428], [-0.504, -0.442, -1.177], [0.723, 1.470, -2.166], [0.461, -0.066, 1.198], [0.198, -0.697, 3.376], [-0.965, -0.069, 0.527], [-1.425, 1.462, -2.076], [1.871, -0.308, 2.514], [-1.314, -0.990, -1.563], [0.453, -0.939, -1.073]]}

Q | {"formula": "C3H4N2OS", "method": "ωB97M-V/def2-TZVPD", "orbital_gap_ev": 9.1, "smiles": "Nc1ncc(S)o1", "spin_multiplicity": 1, "elements": ["N", "C", "N", "C", "C", "S", "O", "H", "H", "H", "H"], "positions_angstrom": [[-2.575, -0.804, -0.064], [-1.472, -0.073, 0.033], [-1.320, 1.187, -0.017], [0.054, 1.397, 0.091], [0.667, 0.203, -0.030], [2.340, -0.322, -0.084], [-0.321, -0.783, -0.012], [-3.426, -0.276, -0.017], [-2.547, -1.746, 0.282], [0.469, 2.383, -0.006], [2.403, -0.788, 1.181]]}

R | {"formula": "C3H4N2OS", "method": "ωB97M-V/def2-TZVPD", "orbital_gap_ev": 9.2, "smiles": "N#[N+][S-].CC=C=O", "spin_multiplicity": 1, "elements": ["N", "N", "S", "C", "C", "C", "O", "H", "H", "H", "H"], "positions_angstrom": [[2.928, 0.122, -0.711], [2.573, -0.174, -1.744], [2.209, -0.557, -3.155], [-1.133, 0.571, -0.100], [-0.839, -0.588, 0.831], [-0.626, -0.364, 2.112], [-0.601, -0.085, 3.240], [-0.848, 0.259, -0.999], [-0.637, 1.579, 0.215], [-2.220, 0.780, -0.086], [-0.805, -1.543, 0.396]]}

S | {"formula": "C3H4N2OS", "method": "ωB97M-V/def2-TZVPD", "orbital_gap_ev": [7.4, 7.4], "smiles": "C=CN=C=O.N=S", "spin_multiplicity": 1, "elements": ["C", "C", "N", "C", "O", "H", "H", "H", "N", "S", "H"], "positions_angstrom": [[-0.320, 0.791, -0.590], [-1.071, 0.322, 0.397], [-2.150, -0.531, 0.232], [-3.227, -0.792, -0.121], [-4.280, -1.237, -0.389], [-0.510, 0.626, -1.679], [0.476, 1.416, -0.282], [-0.945, 0.646, 1.463], [2.496, -2.119, 0.564], [2.456, -0.878, -0.301], [3.130, -2.300, 1.417]]}

Which structure is the least stable? The one labeled P.

P | {"formula": "C3H4N2OS", "method": "ωB97M-V/def2-TZVPD", "orbital_gap_ev": [5.9, 5.9], "spin_multiplicity": 1, "elements": ["C", "C", "C", "N", "N", "O", "S", "H", "H", "H", "H"], "positions_angstrom": [[-0.547, 1.552, -1.097], [-0.468, 0.691, 0.101], [0.417, -1.232, 1.040], [-0.078, 1.228, -2.249], [0.161, -0.490, -0.192], [-0.917, 0.941, 1.192], [0.889, -1.194, -1.547], [-0.878, 2.571, -0.942], [1.101, -0.661, 1.547], [-0.506, -1.237, 1.583], [0.825, -2.169, 0.565]]}

Q | {"formula": "C3H4N2OS", "method": "ωB97M-V/def2-TZVPD", "orbital_gap_ev": [8.4, 8.4], "spin_multiplicity": 1, "elements": ["C", "C", "C", "N", "N", "O", "S", "H", "H", "H", "H"], "positions_angstrom": [[1.707, 0.592, 1.611], [-0.331, 0.130, 0.043], [-1.498, -0.016, -0.823], [2.135, -0.288, 0.808], [1.735, -0.881, -0.120], [-1.443, -1.151, -1.639], [-0.023, 1.058, 1.314], [2.224, 1.026, 2.435], [-2.430, -0.093, -0.250], [-1.548, 0.899, -1.451], [-0.527, -1.276, -1.928]]}

R | {"formula": "C3H4N2OS", "method": "ωB97M-V/def2-TZVPD", "orbital_gap_ev": 9.3, "smiles": "N#[N+][S-].CC=C=O", "spin_multiplicity": 1, "elements": ["N", "N", "S", "C", "C", "C", "O", "H", "H", "H", "H"], "positions_angstrom": [[2.549, 0.326, -0.937], [2.220, 1.355, -0.559], [1.697, 2.728, -0.068], [-1.148, 0.211, 0.592], [-0.780, -1.214, 0.371], [-0.245, -1.573, -0.708], [0.275, -1.623, -1.719], [-2.156, 0.386, 0.970], [-1.121, 0.663, -0.341], [-0.283, 0.613, 1.210], [-1.009, -1.870, 1.189]]}

Which structure is the least stable? The one labeled Q.

P | {"formula": "C2HFO", "method": "ωB97M-V/def2-TZVPD", "orbital_gap_ev": [9.6, 9.6], "smiles": "FC1=CO1", "spin_multiplicity": 1, "elements": ["F", "C", "C", "O", "H"], "positions_angstrom": [[0.377, 1.778, 0.148], [-0.011, 0.559, -0.055], [-0.108, -0.744, 0.450], [-0.735, -0.012, -0.907], [0.477, -1.581, 0.365]]}

Q | {"formula": "C2HFO", "method": "ωB97M-V/def2-TZVPD", "orbital_gap_ev": 9.4, "spin_multiplicity": 1, "elements": ["C", "C", "O", "F", "H"], "positions_angstrom": [[0.321, 0.178, -0.892], [-1.347, 0.701, 1.380], [-0.914, -0.348, 1.332], [1.689, 0.427, -0.847], [0.251, -0.958, -0.972]]}

Which structure is the least stable? The one labeled P.

P | {"formula": "C4H7N2P", "method": "ωB97M-V/def2-TZVPD", "orbital_gap_ev": 8.7, "spin_multiplicity": 1, "elements": ["C", "C", "C", "C", "N", "N", "P", "H", "H", "H", "H", "H", "H", "H"], "positions_angstrom": [[0.538, 0.511, 0.972], [-0.272, 1.461, 0.198], [1.229, -0.530, 0.461], [-1.165, 1.060, -0.725], [-1.502, -1.045, 0.501], [1.000, -0.912, -0.878], [-1.293, -0.767, -1.024], [0.731, 0.644, 2.002], [-0.161, 2.580, 0.526], [1.778, -1.335, 0.869], [-1.766, 1.743, -1.091], [-1.641, -2.010, 0.816], [0.757, 0.012, -1.339], [1.765, -1.413, -1.288]]}

Q | {"formula": "C4H7N2P", "method": "ωB97M-V/def2-TZVPD", "orbital_gap_ev": [5.5, 5.5], "spin_multiplicity": 1, "elements": ["C", "C", "C", "C", "N", "N", "P", "H", "H", "H", "H", "H", "H", "H"], "positions_angstrom": [[0.216, -0.077, 0.384], [-0.757, -0.134, -0.510], [1.370, 0.896, 0.248], [-1.815, -0.959, -1.043], [0.031, -0.827, 1.509], [0.723, -0.520, 2.592], [0.638, -1.417, 3.942], [1.419, 1.246, -0.778], [2.311, 0.402, 0.494], [1.238, 1.764, 0.896], [-1.418, -1.814, -1.594], [-2.479, -0.387, -1.692], [-2.407, -1.343, -0.206], [1.344, 0.298, 2.533]]}

R | {"formula": "C4H7N2P", "method": "ωB97M-V/def2-TZVPD", "orbital_gap_ev": 8.7, "spin_multiplicity": 1, "elements": ["C", "C", "C", "C", "N", "N", "P", "H", "H", "H", "H", "H", "H", "H"], "positions_angstrom": [[2.355, 0.245, -0.588], [1.242, 0.931, -0.313], [0.907, -1.157, -0.047], [-1.003, 0.477, 0.526], [2.070, -1.071, -0.544], [0.283, 0.109, 0.093], [-2.157, -0.568, -0.541], [3.265, 0.506, -1.170], [1.160, 2.019, -0.151], [0.297, -2.057, 0.012], [-1.066, 1.538, 0.567], [-1.243, 0.335, 2.278], [-3.393, 0.073, -0.450], [-2.717, -1.380, 0.329]]}

S | {"formula": "C4H7N2P", "method": "ωB97M-V/def2-TZVPD", "orbital_gap_ev": 9.0, "spin_multiplicity": 1, "elements": ["C", "C", "C", "C", "N", "N", "P", "H", "H", "H", "H", "H", "H", "H"], "positions_angstrom": [[1.384, 0.194, 0.111], [-1.258, 0.172, 0.010], [2.792, -0.163, 0.119], [-2.742, 0.237, 0.115], [0.734, 1.242, -0.006], [-0.604, 1.275, 0.005], [-0.367, -1.441, 0.095], [3.010, -0.801, 0.973], [3.427, 0.723, 0.159], [3.019, -0.723, -0.788], [-3.026, -0.046, 1.128], [-3.213, -0.469, -0.564], [-3.093, 1.247, -0.082], [-0.063, -1.446, -1.275]]}

Which structure is the least stable? The one labeled Q.

P | {"formula": "C5H11N4", "method": "ωB97M-V/def2-TZVPD", "orbital_gap_ev": 8.9, "charge": 1, "smiles": "[H]/N=N/N=C\\[NH+]=C(/C)CC", "spin_multiplicity": 1, "elements": ["H", "N", "N", "N", "C", "N", "C", "C", "C", "C", "H", "H", "H", "H", "H", "H", "H", "H", "H", "H"], "positions_angstrom": [[2.004, -2.448, 0.814], [1.916, -1.419, 0.859], [2.686, -1.053, -0.063], [3.013, 0.097, -0.437], [2.266, 1.046, -0.885], [0.851, 0.840, -0.968], [0.189, 0.523, 0.152], [0.672, 0.872, 1.551], [-1.217, 0.094, -0.025], [-1.538, -1.043, -0.966], [2.620, 1.826, -1.380], [0.312, 0.607, -1.897], [0.086, 1.610, 1.943], [1.735, 1.192, 1.459], [0.385, -0.151, 2.130], [-1.690, -0.126, 1.002], [-1.629, 0.984, -0.611], [-2.611, -1.029, -1.213], [-1.393, -2.056, -0.434], [-0.952, -1.262, -1.902]]}

Q | {"formula": "C5H11N4", "method": "ωB97M-V/def2-TZVPD", "orbital_gap_ev": 10.3, "charge": 1, "smiles": "C[N+](C)(C)n1cncn1", "spin_multiplicity": 1, "elements": ["C", "N", "C", "C", "N", "C", "N", "C", "N", "H", "H", "H", "H", "H", "H", "H", "H", "H", "H", "H"], "positions_angstrom": [[-0.888, -1.272, -0.551], [-0.186, -0.088, -0.169], [0.826, 0.194, -1.284], [-1.009, 1.038, 0.057], [0.730, -0.266, 1.228], [0.815, -1.222, 2.116], [1.537, -0.761, 3.109], [1.865, 0.503, 2.701], [1.368, 0.798, 1.556], [-1.934, -1.359, -0.030], [-1.191, -1.317, -1.539], [-0.266, -2.117, -0.412], [1.611, -0.629, -1.289], [0.295, 0.047, -2.218], [1.128, 1.206, -1.019], [-0.361, 1.784, 0.570], [-1.456, 1.314, -0.933], [-1.875, 0.818, 0.718], [0.515, -2.239, 2.062], [2.495, 1.204, 3.355]]}

Which structure is the least stable? The one labeled P.

P | {"formula": "C2H3NO2", "method": "ωB97M-V/def2-TZVPD", "orbital_gap_ev": 10.2, "smiles": "O=CN1CO1", "spin_multiplicity": 1, "elements": ["O", "C", "N", "C", "O", "H", "H", "H"], "positions_angstrom": [[2.413, -0.022, -0.490], [1.383, -0.349, 0.020], [-0.098, -0.199, -0.807], [-1.043, 0.356, -0.061], [-1.013, -0.997, -0.024], [1.040, -0.476, 1.087], [-0.913, 0.834, 0.938], [-1.770, 0.852, -0.664]]}

Q | {"formula": "C2H3NO2", "method": "ωB97M-V/def2-TZVPD", "orbital_gap_ev": [7.8, 9.2], "spin_multiplicity": 1, "elements": ["C", "C", "N", "O", "O", "H", "H", "H"], "positions_angstrom": [[1.135, -0.791, 0.032], [-0.266, -0.648, 0.323], [-0.422, 1.707, -0.274], [2.092, -0.170, -0.230], [-0.256, 0.697, 0.506], [-0.971, -1.139, -0.412], [-0.400, -1.251, 1.269], [-0.912, 1.596, -1.215]]}

Which structure is the least stable? The one labeled Q.